[1]
Molecular formula: C19H7Cl3F5NaO3SSe
Method: DFT, wB97M-V/def2-TZVPD

## Properties
Kohn-Sham gap = 6.11 eV
DFT total energy = -157716.0103 eV
energy above the lowest of the compared OMol25 structures with the same formula, charge and spin = 0.274 eV
charge = -2

CARTESIAN COORDINATES (ANGSTROEM)
Se 1.28 -3.44 -1.57
Cl 1.68 1.54 -4.28
Cl 3.60 6.35 -2.74
Cl 4.30 2.03 0.40
S -1.11 0.77 -1.49
Na 1.26 -0.49 -1.46
F 1.45 -7.22 3.16
F 3.76 -6.27 2.07
F -0.94 -6.41 2.13
F -1.03 -4.71 0.07
F 3.69 -4.57 0.01
O 2.80 0.63 -1.72
O -5.08 2.98 3.53
O -6.63 2.32 2.11
C 2.53 -5.00 0.50
C 1.41 -6.36 2.12
C -2.04 1.43 1.00
C -4.37 1.93 1.47
C -5.45 2.40 2.34
C 2.70 3.86 -3.37
C 0.20 -5.95 1.60
C 2.52 2.52 -3.12
C 3.38 4.64 -2.45
C -3.69 1.23 -0.74
C -4.67 1.61 0.14
C -2.33 1.15 -0.36
C 3.67 2.73 -1.05
C 3.87 4.08 -1.28
C 2.57 -5.88 1.56
C 0.17 -5.07 0.53
C 1.32 -4.56 -0.08
C 2.98 1.86 -1.94
C -3.02 1.82 1.88
H -5.70 1.67 -0.17
H 2.33 4.30 -4.29
H -4.12 3.06 3.55
H -2.74 2.00 2.91
H -1.01 1.34 1.33
H -3.93 0.99 -1.77
H 4.40 4.68 -0.55

---

[2]
Molecular formula: C19H80N10O19
Method: DFT, wB97M-V/def2-TZVPD

## Properties
Kohn-Sham gap = 8.51 eV
DFT total energy = -74803.5220 eV
charge = 0

CARTESIAN COORDINATES (ANGSTROEM)
O -1.97 -1.08 -3.01
O -0.38 -1.71 -0.01
O -0.44 3.30 4.40
O 3.08 -3.10 2.12
O -4.99 -0.84 2.69
O -6.38 1.14 -1.26
O 1.83 -1.96 4.32
O -3.60 4.12 3.68
O -2.50 -3.13 -0.96
O 3.26 -3.83 -5.22
O 1.13 0.76 4.28
O 2.82 -0.05 -4.43
O 1.97 -5.70 1.91
O -4.24 1.56 2.70
O 2.05 3.90 0.20
O -2.56 -2.74 2.81
O -1.73 -5.69 -1.07
O -1.48 0.01 4.51
O 1.00 4.41 -2.42
N 2.35 -1.52 -6.68
N 1.45 -5.84 -2.75
N -4.30 0.42 -0.97
N -2.82 5.15 1.87
N 0.94 5.99 2.96
N -2.12 0.08 1.48
N -4.96 4.80 2.01
N -2.47 1.09 6.21
N -4.87 2.61 -0.58
N -1.05 -0.32 6.73
C 1.17 -1.13 -5.91
C -1.66 0.27 5.69
C -0.81 2.02 0.97
C -5.25 1.39 -0.86
C 1.97 4.40 1.52
C 1.65 6.83 0.76
C 0.10 -2.23 -6.06
C 0.14 -0.50 0.53
C 1.66 -0.84 -4.45
C 3.46 0.16 -3.21
C -1.07 0.52 0.56
C 3.15 -4.27 -2.13
C 1.12 5.67 1.58
C 3.14 3.02 -0.08
C -3.76 4.63 2.58
C 2.10 -4.70 -3.20
C 2.58 -4.98 -4.66
C 4.72 -3.97 -5.43
C 0.71 -2.56 -0.37
H 1.72 6.79 -0.33
H 2.94 2.75 -1.12
H -4.62 -0.38 -1.50
H 0.75 -6.13 -3.42
H 1.38 -1.99 -1.01
H 3.98 -4.97 -2.16
H 1.27 -1.79 5.07
H -1.57 -1.17 -3.88
H -1.73 2.60 1.07
H -3.41 0.46 -0.50
H -0.12 3.59 5.25
H 2.89 -2.46 2.81
H 0.42 -0.85 1.52
H -0.85 -1.84 -5.67
H 1.34 -2.75 0.50
H -2.97 5.86 1.17
H -1.93 -4.77 -0.86
H -4.98 5.23 1.09
H 5.05 -3.96 -4.40
H -1.17 -0.02 7.68
H -1.97 -3.49 2.78
H 2.68 -2.40 -6.31
H -1.51 -0.34 -2.61
H -5.81 4.57 2.50
H -0.27 -0.94 6.52
H -2.54 -2.56 -1.73
H 1.97 -1.10 3.92
H 0.94 -5.58 -1.92
H -2.13 -2.58 -0.27
H -1.43 0.45 -0.47
H 3.02 -0.89 -6.25
H 4.97 -4.91 -5.92
H 1.74 3.57 2.18
H 1.80 -1.73 -3.84
H 1.86 6.15 3.32
H 0.98 -0.18 -3.91
H -1.80 -0.02 2.43
H 3.85 -0.78 -2.83
H 3.14 2.11 0.51
H 0.29 0.32 4.44
H -5.69 3.20 -0.61
H 2.44 -4.87 1.99
H 0.35 -3.15 -5.52
H 0.94 1.37 3.56
H -2.28 -0.89 1.29
H 0.08 4.63 -2.27
H 0.12 5.44 1.21
H -1.96 5.10 2.41
H -0.27 2.03 1.92
H -2.53 1.12 7.22
H 2.83 0.59 -2.42
H 1.16 7.73 1.12
H -3.82 2.38 2.95
H -1.32 2.95 4.59
H -3.30 1.39 5.72
H -4.19 -1.36 2.66
H 2.75 -4.08 -1.13
H 3.55 -2.60 1.46
H 0.43 -3.44 -0.94
H 0.57 5.24 3.54
H 3.12 -5.92 -4.70
H 1.03 -0.10 0.04
H -0.09 -2.54 -7.08
H 4.12 3.43 0.11
H 0.70 -0.24 -6.34
H 4.33 0.78 -3.41
H 1.36 4.24 -1.55
H -4.71 0.04 2.94
H 3.55 -3.30 -2.41
H -4.07 2.76 0.02
H 1.64 -5.09 -5.22
H -0.39 2.62 0.16
H 2.63 -6.37 2.09
H 1.36 -3.93 -3.39
H 2.95 4.72 1.86
H -2.31 -2.27 3.60
H -3.53 1.02 2.36
H 2.63 7.09 1.14
H 5.08 -3.06 -5.92
H -1.56 -6.09 -0.22

---

[3]
Molecular formula: C19H9Cl5GaNO3
Method: DFT, wB97M-V/def2-TZVPD

## Properties
Kohn-Sham gap = 7.55 eV
DFT total energy = -142471.3086 eV
charge = 0

CARTESIAN COORDINATES (ANGSTROEM)
Ga 0.96 -0.54 -0.44
Cl -2.53 0.49 -6.15
Cl -0.81 -3.83 -3.47
Cl 4.80 0.58 1.56
Cl 6.56 0.21 -0.71
Cl 5.07 -2.03 0.36
O 2.74 -0.32 -0.34
O 4.00 0.55 -1.95
O 0.32 -1.86 -1.57
N 0.12 0.80 -1.77
C -0.33 -1.35 -2.60
C 5.05 -0.29 0.04
C -1.01 -0.28 3.65
C -1.13 0.67 -3.83
C -0.59 2.79 -2.84
C -0.92 -2.13 -3.59
C -1.70 -0.19 -4.80
C -0.36 -0.88 4.72
C 0.06 2.11 -1.80
C -2.13 -0.18 6.18
C -1.59 -1.55 -4.67
C -2.22 0.38 3.85
C -1.18 2.07 -3.85
C 0.14 -0.35 1.29
C -0.45 0.06 -2.74
C -0.92 -0.83 5.98
C -0.41 -0.33 2.37
C -2.78 0.42 5.11
C 3.85 0.02 -0.89
H -0.41 -1.30 6.81
H -2.02 -2.20 -5.42
H -2.56 -0.14 7.16
H 0.54 2.63 -0.98
H -3.72 0.93 5.27
H -2.72 0.84 3.01
H -1.68 2.57 -4.67
H -0.61 3.86 -2.82
H 0.58 -1.39 4.55

---

[4]
Molecular formula: C2
Method: DFT, wB97M-V/def2-TZVPD

## Properties
Kohn-Sham gap (alpha / beta) = 6.78 / 6.93 eV
multiplicity = 2
DFT total energy = -2052.5277 eV
energy above the lowest of the compared OMol25 structures with the same formula, charge and spin = 0.000 eV
charge = +1

CARTESIAN COORDINATES (ANGSTROEM)
C 0.25 0.28 -0.66
C -0.25 -0.28 0.66

---

[5]
Molecular formula: C20H10BF15NO10S
Method: DFT, wB97M-V/def2-TZVPD

## Properties
Kohn-Sham gap = 6.54 eV
DFT total energy = -95149.4058 eV
charge = -1

CARTESIAN COORDINATES (ANGSTROEM)
S -2.20 -2.13 1.96
F -2.15 1.08 -2.40
F -0.28 -1.32 0.00
F -3.46 2.67 -3.78
F 7.25 -6.31 -1.66
F 2.67 -4.27 0.35
F 5.45 -5.15 -0.87
F -3.42 -0.62 -2.87
F 0.10 -3.46 -0.07
F 2.39 -3.61 2.40
F 2.19 -1.84 -0.61
F -5.40 1.76 -3.32
F 2.10 -0.97 1.38
F -0.35 -3.81 2.39
F 0.22 -1.79 2.98
F 3.98 -2.77 1.20
O -0.42 4.08 -2.83
O -4.39 3.05 -0.77
O -4.66 -1.25 -0.32
O 0.93 4.95 -1.28
O 8.50 -2.14 -1.65
O -2.71 -2.47 3.26
O 8.91 -3.30 1.02
O -2.69 -2.84 0.82
O 7.21 -3.96 -1.93
O 7.54 -4.90 0.22
N -4.09 0.79 -1.24
C -1.38 4.88 -0.77
C -3.45 0.66 -2.50
C -3.90 2.01 -0.50
C -0.37 -2.53 2.03
C -3.05 0.24 0.80
C -4.12 1.51 -3.63
C -0.17 4.64 -1.63
C -3.98 -0.29 -0.27
C 2.73 -3.24 1.17
C 0.31 -2.35 0.65
C -1.58 0.44 2.68
C 8.23 -3.77 0.14
C -2.35 2.46 1.55
C 1.84 -2.08 0.67
C -1.62 1.83 2.56
C 8.01 -3.17 -1.25
C -1.09 4.46 0.68
C -2.35 3.95 1.43
C -2.30 -0.37 1.79
C -3.06 1.63 0.68
B 6.83 -5.13 -1.08
H -0.35 3.67 0.66
H -1.59 5.95 -0.83
H -3.27 4.29 0.96
H -0.71 5.31 1.22
H -4.08 0.96 -4.57
H -1.00 0.00 3.47
H -1.06 2.43 3.26
H -2.35 4.39 2.42
H 0.25 3.41 -3.01
H -2.22 4.34 -1.18

---

[6]
Molecular formula: C20H10Br2MnN3O3S
Method: DFT, wB97M-V/def2-TZVPD

## Properties
Kohn-Sham gap (alpha / beta) = 6.79 / 7.00 eV
multiplicity = 5
DFT total energy = -213758.2699 eV
energy above the lowest of the compared OMol25 structures with the same formula, charge and spin = 0.226 eV
charge = 0

CARTESIAN COORDINATES (ANGSTROEM)
Br 1.33 2.04 -4.10
Br -3.45 -0.96 -4.46
Mn -0.04 2.17 0.77
S -1.38 3.56 2.24
O 0.43 2.24 -1.14
O 3.65 2.99 1.72
O 1.46 2.98 1.28
N -0.57 1.17 3.54
N -1.66 1.26 0.02
N 1.37 0.39 1.13
C -1.55 1.01 -1.32
C -2.50 0.27 -2.04
C -0.89 2.16 3.01
C -2.25 0.07 -3.41
C -2.72 0.81 0.66
C 3.72 0.14 1.56
C -0.11 -2.90 0.58
C -1.13 0.59 -4.00
C -3.72 0.08 0.02
C -0.20 1.33 -3.27
C 2.56 0.90 1.38
C 2.62 2.42 1.49
C -0.38 1.56 -1.91
C -3.62 -0.20 -1.32
C 3.63 -1.21 1.44
C 2.23 -3.20 1.00
C 0.00 -1.55 0.74
C 1.01 -3.74 0.71
C 1.26 -0.96 1.01
C 2.39 -1.81 1.15
H -0.86 -0.91 0.67
H 0.90 -4.81 0.58
H -4.39 -0.76 -1.82
H -2.78 1.03 1.72
H 3.11 -3.83 1.11
H 4.51 -1.84 1.57
H -4.57 -0.25 0.60
H -0.95 0.42 -5.06
H 4.64 0.67 1.77
H -1.08 -3.34 0.37

---

[7]
Molecular formula: C20H10Cl2F5MnN3OS3
Method: DFT, wB97M-V/def2-TZVPD

## Properties
Kohn-Sham gap (alpha / beta) = 6.34 / 6.81 eV
multiplicity = 6
DFT total energy = -129881.3246 eV
energy above the lowest of the compared OMol25 structures with the same formula, charge and spin = 0.511 eV
charge = -2

CARTESIAN COORDINATES (ANGSTROEM)
Mn 10.10 13.24 8.47
Cl 13.24 10.89 8.26
Cl 13.24 14.61 12.14
S 11.55 12.50 10.52
S 11.94 14.06 6.89
S 9.06 15.63 8.82
F 12.50 18.98 6.79
F 8.91 17.32 4.16
F 10.63 19.34 4.84
F 13.14 16.62 7.53
F 9.56 14.77 5.09
O 9.30 11.78 7.19
N 8.17 12.86 9.55
N 7.50 13.83 10.31
N 7.10 16.05 10.62
C 14.04 13.49 11.13
C 15.42 11.99 9.41
C 8.53 8.26 7.43
C 7.76 8.14 8.58
C 14.01 11.94 9.40
C 10.85 18.11 5.27
C 13.26 12.72 10.30
C 7.55 9.31 9.28
C 10.02 17.05 4.96
C 11.40 15.57 6.28
C 11.85 17.97 6.20
C 7.93 10.59 8.80
C 7.56 11.71 9.63
C 7.85 15.06 9.96
C 16.15 12.79 10.24
C 10.32 15.77 5.40
C 12.11 16.70 6.67
C 15.44 13.52 11.14
C 8.94 9.45 6.92
C 8.75 10.70 7.62
H 15.98 11.33 8.67
H 9.47 9.44 5.98
H 7.81 16.80 10.71
H 17.27 12.95 10.17
H 8.86 7.39 6.82
H 6.70 15.71 11.47
H 7.29 7.27 8.97
H 15.96 14.23 11.75
H 7.06 9.14 10.26
H 6.63 11.56 10.22

---

[8]
Molecular formula: C20H11BCl3F4I2N3O4Rh
Method: DFT, wB97M-V/def2-TZVPD

## Properties
Kohn-Sham gap (alpha / beta) = 6.24 / 4.31 eV
multiplicity = 5
DFT total energy = -101910.5407 eV
charge = -1

CARTESIAN COORDINATES (ANGSTROEM)
I 3.91 -3.16 4.58
I -1.64 -0.95 4.53
Rh -0.47 -0.37 -0.70
Cl -0.78 0.23 -5.70
Cl -1.04 -2.61 -5.26
Cl 1.58 -1.40 -5.27
F -0.42 -4.93 -0.99
F 1.07 -3.33 -1.73
F 1.09 -4.02 0.47
F -0.65 -2.74 -0.31
O 0.39 1.53 0.13
O -1.21 -1.32 -2.69
O -0.81 -0.58 1.55
O 0.62 -0.07 -2.82
N 1.53 -0.97 0.16
N -2.20 1.05 -1.25
N -2.82 3.06 -1.85
C -2.14 2.34 -0.93
C 3.73 -1.84 0.04
C -0.24 -0.84 -3.30
C 1.45 -1.33 1.45
C -1.68 4.51 2.10
C -3.34 2.20 -2.78
C -2.94 0.96 -2.40
C -1.54 2.92 0.27
C -0.50 3.99 2.62
C 0.18 2.98 1.97
C 1.19 -1.98 4.18
C 0.13 -1.39 3.52
C 2.52 -1.94 2.12
C -0.11 -1.18 -4.82
C -0.30 2.42 0.75
C 2.62 -1.21 -0.53
C 0.17 -1.06 2.13
C -2.19 3.96 0.93
C 3.68 -2.20 1.36
C 2.36 -2.26 3.49
B 0.28 -3.79 -0.66
H 4.52 -2.70 1.82
H -2.88 4.06 -1.85
H -3.91 2.54 -3.63
H -2.21 5.31 2.60
H -3.14 4.32 0.55
H 1.10 -2.23 5.23
H -3.14 0.02 -2.87
H 2.60 -0.91 -1.57
H -0.10 4.39 3.55
H 4.60 -2.05 -0.56
H 1.10 2.57 2.37